Entry from OMol25: the molecule C29H50O2 (ωB97M-V with the def2-TZVPD basis set).

Structure (XYZ):
```
81
Properties=species:S:1:pos:R:3:forces:R:3
O 0.636 -2.663 2.627 0.0 -0.1 0.0
O -3.437 0.588 0.846 -0.2 -0.1 0.1
C -1.151 1.848 2.120 -0.1 0.1 0.0
C -2.506 2.523 1.933 0.0 -0.2 -0.1
C -0.394 -1.860 2.202 -0.3 0.3 -0.1
C 5.406 2.636 1.456 -0.2 -0.2 0.0
C -2.411 -0.177 1.332 0.3 -0.3 0.1
C 3.412 -0.989 -0.350 0.0 0.0 -0.5
C -1.560 -2.409 1.661 0.2 0.0 0.1
C 2.424 -3.279 -0.365 0.0 0.1 -0.3
C 1.010 0.071 2.951 -0.1 -0.1 0.0
C 3.089 2.664 0.519 0.1 -0.3 0.1
C -4.624 2.596 0.592 0.4 -0.3 0.1
C -2.383 2.299 -0.571 -0.3 -0.2 0.0
C -0.243 -0.483 2.340 0.1 -0.4 0.0
C -2.579 -1.565 1.233 -0.1 0.2 0.0
C -1.266 0.362 1.914 -0.1 0.1 -0.1
C -1.256 -1.514 -2.230 0.3 0.1 -0.1
C -1.138 0.240 -4.048 0.1 0.1 0.3
C -1.666 -3.908 1.544 0.0 0.3 0.0
C 3.868 0.206 -1.185 0.2 0.0 0.2
C 0.192 -2.007 -2.274 -0.2 0.1 0.2
C 2.473 -1.942 -1.103 -0.1 0.1 0.4
C -2.878 0.416 -2.237 0.2 0.1 0.0
C 4.306 1.791 0.816 0.2 0.2 -0.1
C -3.873 -2.107 0.689 0.0 0.1 0.0
C -1.449 -0.033 -2.578 -0.3 -0.2 0.0
C -3.223 1.986 0.686 0.0 0.8 0.0
C 1.071 -1.333 -1.222 0.2 -0.2 -0.4
C -2.983 1.911 -1.926 0.0 -0.1 0.1
C 4.852 1.117 -0.448 -0.3 -0.1 0.1
H 5.185 1.896 -1.138 0.1 0.1 0.0
H 0.375 -3.584 2.517 0.1 0.0 0.0
H 6.275 2.024 1.688 0.1 0.0 0.0
H 3.408 -3.744 -0.349 0.1 -0.1 0.0
H 0.798 0.517 3.923 0.1 0.1 0.1
H 1.733 -0.726 3.091 0.1 0.1 0.0
H -2.197 3.376 -0.565 0.1 0.0 0.1
H -3.134 2.302 2.800 -0.1 0.0 0.0
H -0.844 -4.305 0.945 0.0 -0.1 0.0
H -1.630 -1.680 -1.218 -0.1 -0.1 0.0
H -1.747 -0.395 -4.688 -0.1 -0.1 -0.1
H -4.346 -2.765 1.418 -0.1 -0.1 0.0
H -2.592 -4.199 1.063 0.0 -0.1 0.0
H -4.563 3.644 0.311 0.0 0.1 -0.1
H 0.619 -1.846 -3.265 0.1 -0.1 -0.1
H 4.362 -0.167 -2.087 -0.1 0.0 -0.1
H 2.872 -2.109 -2.110 0.0 0.0 0.0
H 2.103 -3.119 0.662 -0.1 0.0 0.1
H 2.778 3.195 1.416 -0.1 0.1 0.1
H -0.412 2.272 1.433 0.1 0.0 0.0
H -1.642 -4.379 2.529 0.0 -0.1 0.0
H 2.897 -0.646 0.548 0.0 0.0 0.2
H -2.453 2.474 -2.699 -0.1 0.0 -0.1
H -1.422 1.794 -0.469 0.2 0.1 0.0
H -0.753 0.548 -1.967 0.0 0.0 0.0
H 0.180 -3.086 -2.100 0.1 -0.1 -0.1
H -2.392 3.605 1.861 -0.1 0.0 0.0
H -4.551 -1.286 0.480 -0.1 -0.1 -0.1
H -3.243 -0.139 -1.375 -0.1 -0.1 0.0
H 1.734 -3.969 -0.845 -0.1 -0.2 0.0
H 5.730 0.528 -0.171 0.1 0.0 0.0
H -4.028 2.217 -1.970 0.0 0.1 -0.1
H -1.860 -2.116 -2.914 -0.1 0.0 0.0
H -3.714 -2.669 -0.231 0.0 -0.1 -0.1
H 3.328 3.400 -0.247 0.0 0.1 -0.1
H 4.299 -1.542 -0.033 0.1 0.0 0.1
H -5.127 2.515 1.553 0.0 0.0 0.1
H 5.053 3.092 2.379 0.0 0.1 0.1
H 1.171 -0.279 -1.481 0.0 0.1 0.1
H 4.015 1.017 1.533 0.0 0.0 0.0
H -0.789 2.045 3.132 0.1 0.0 0.0
H 0.576 -1.386 -0.250 0.0 0.1 0.1
H -0.091 0.047 -4.269 0.1 0.0 -0.1
H -5.215 2.058 -0.142 -0.1 0.0 -0.1
H -1.347 1.278 -4.298 0.0 0.1 -0.1
H 2.251 2.065 0.171 -0.2 0.0 -0.1
H 5.718 3.430 0.780 0.1 0.1 -0.1
H -3.533 0.179 -3.080 -0.1 -0.1 0.0
H 3.008 0.791 -1.511 -0.1 0.0 -0.1
H 1.442 0.841 2.315 0.1 0.1 0.0
```
Forces are in eV/Å.

Results
SMILES = Cc1c(C)c2c(c(C)c1O)CC[C@@](C)(CCC[C@H](C)CCC[C@H](C)CCCC(C)C)O2
highest occupied orbital energy = -7.62 eV
ΔE to the lowest compared entry with this formula, charge and spin = 0.0 kJ/mol
total charge = 0
spin multiplicity = 1
frontier orbital gap = 8.37 eV

Entry from OMol25: a cluster of 8 separate species, C29H52BF3NO21 in total (ωB97M-V with the def2-TZVPD basis set).

Structure (XYZ):
```
107
Properties=species:S:1:pos:R:3:forces:R:3
F 2.872 0.061 -1.945 0.8 -1.4 -0.4
F 3.645 -2.073 -1.686 -0.3 1.8 -0.5
F 4.316 -0.880 -3.417 -1.5 0.1 1.1
O -10.770 6.044 7.280 0.1 -0.1 -0.1
O 5.374 3.500 3.194 0.1 0.1 0.1
O -2.519 -4.181 0.878 0.1 0.0 0.0
O 8.182 2.430 -0.486 0.2 -0.1 -0.4
O 6.260 2.014 -1.387 0.5 0.1 0.1
O -9.806 1.809 2.943 0.0 0.1 -0.2
O 10.076 -3.142 -3.744 0.1 -0.1 -0.2
O -8.821 -2.369 3.678 0.1 -0.1 0.1
O 8.495 -1.872 -4.748 0.3 -0.3 -0.2
O -8.703 3.235 1.744 -0.1 -0.1 0.1
O 6.364 5.408 3.912 0.1 -0.1 0.0
O -7.003 -3.551 3.019 -0.1 0.1 0.0
O -7.563 1.558 2.753 -0.1 0.1 0.0
O -9.499 4.573 6.329 -0.1 0.1 0.1
O 8.041 0.781 -2.040 0.0 0.7 0.6
O 9.871 -2.979 -5.998 0.1 0.0 0.0
O 7.593 3.889 2.977 -0.1 0.2 0.2
O -1.422 -3.564 -1.005 -0.1 -0.1 0.1
O -6.910 -1.930 4.595 -0.2 -0.1 -0.1
O -0.358 -4.337 0.837 -0.2 0.0 0.0
O -11.710 4.126 6.523 0.1 0.1 0.1
N 3.820 -1.322 -7.097 -0.4 -2.3 -0.6
C 5.440 1.262 -2.298 -0.1 0.1 -0.2
C -9.333 3.309 5.683 0.1 -0.2 -0.2
C 7.726 2.610 2.350 -0.2 -0.4 0.1
C 7.538 1.653 -1.375 -0.5 0.1 -0.1
C 3.617 -3.639 -7.850 -0.2 -0.6 -0.2
C 2.279 -3.881 -7.306 1.2 3.6 0.8
C -9.834 0.648 3.777 -0.1 -0.3 0.1
C 10.976 -3.868 -6.127 0.2 -0.1 -0.1
C -3.746 -3.843 0.233 -0.4 0.1 0.0
C -1.430 -3.984 0.121 0.1 0.0 0.1
C 1.218 -0.695 -4.299 -0.1 -0.2 -0.3
C -10.756 4.841 6.693 0.2 0.0 0.0
C -8.586 2.141 2.505 -0.1 0.0 -0.1
C 1.736 -2.709 -6.595 2.7 -1.7 -1.9
C 5.087 5.863 4.355 -0.3 0.2 0.1
C 9.532 -2.705 -4.727 -0.4 0.3 0.0
C -12.060 6.462 7.723 -0.3 0.2 0.1
C 0.885 -4.177 0.149 0.5 0.0 -0.1
C 3.210 -1.084 -2.606 -0.8 -2.2 -1.3
C -9.608 -3.120 2.755 -0.2 -0.1 -0.2
C -7.523 -2.703 3.696 0.1 0.2 0.1
C -7.468 3.706 1.203 0.3 0.2 -0.2
C 8.018 -1.487 -3.451 -0.2 -0.2 0.2
C 4.340 -2.395 -7.759 -1.8 -0.8 0.6
C 2.589 -1.519 -6.541 -1.5 0.7 1.1
C 9.576 2.149 -0.371 0.3 0.0 0.0
C -5.508 -2.176 4.721 0.4 0.0 0.1
C 2.015 -1.718 -3.409 -0.4 0.7 0.8
C 6.345 4.193 3.344 0.2 0.0 -0.1
B 1.970 -0.240 -5.692 0.3 -0.2 0.0
H -7.019 2.954 0.555 0.0 0.0 0.2
H 2.447 -2.587 -3.961 -0.2 0.8 0.2
H 11.872 -3.437 -5.677 -0.1 -0.1 0.1
H 2.828 0.568 -5.418 0.5 0.1 0.0
H -12.748 6.547 6.882 0.0 -0.2 0.1
H 4.396 5.949 3.516 0.0 -0.2 0.1
H -7.687 4.591 0.608 -0.2 -0.1 0.1
H 10.748 -4.835 -5.677 0.1 0.1 0.1
H 1.735 -4.840 -7.407 0.6 0.7 0.0
H 0.744 -2.747 -6.099 0.9 0.2 -0.4
H -12.452 5.774 8.473 0.0 0.0 -0.2
H 8.791 -0.966 -2.900 0.0 -0.3 -0.1
H -10.867 0.474 4.072 0.0 0.3 -0.2
H -3.765 -2.784 -0.027 0.1 -0.1 -0.1
H -9.240 0.806 4.677 0.1 -0.1 -0.2
H 0.982 0.239 -3.715 0.1 -1.0 -0.3
H -4.553 -4.042 0.937 0.2 -0.1 0.1
H -5.325 -3.199 5.052 0.0 0.0 -0.2
H -9.616 2.496 6.353 -0.1 0.1 -0.1
H 1.190 0.358 -6.405 -0.4 0.0 -0.2
H 0.919 -4.808 -0.740 -0.1 0.2 0.0
H -11.947 7.444 8.179 0.2 -0.1 -0.1
H -8.279 3.199 5.434 0.0 0.2 0.1
H 1.281 -2.149 -2.670 1.0 0.4 -0.3
H 11.157 -4.014 -7.190 -0.2 0.2 0.0
H 7.671 -2.361 -2.896 0.1 0.0 -0.1
H -3.898 -4.459 -0.654 0.1 0.2 0.0
H 4.684 5.196 5.118 0.0 -0.1 -0.2
H 4.428 1.643 -2.220 0.2 0.2 0.2
H 4.120 -4.487 -8.379 -0.4 0.8 0.4
H -4.997 -1.979 3.779 -0.1 -0.1 0.0
H -10.633 -2.762 2.830 0.1 0.1 0.2
H -9.591 -4.181 3.008 0.1 0.0 -0.1
H -9.259 -2.963 1.734 0.1 -0.1 0.1
H 1.061 -3.134 -0.115 -0.1 -0.1 -0.1
H -9.480 -0.223 3.232 0.2 0.1 0.1
H 7.142 2.569 1.436 -0.1 0.0 0.2
H 5.354 -2.276 -8.213 -1.0 -0.2 0.4
H 7.428 1.814 3.035 -0.1 0.1 0.0
H 0.237 -1.169 -4.587 0.7 0.3 0.6
H 1.676 -4.496 0.825 -0.2 0.0 0.1
H 5.225 6.850 4.794 0.2 -0.1 -0.1
H 5.784 1.397 -3.324 0.1 -0.1 0.1
H 8.774 2.473 2.099 0.0 0.3 0.2
H 7.180 -0.814 -3.594 0.1 -0.1 -0.3
H 9.990 2.833 0.368 -0.2 0.1 -0.1
H -9.912 3.270 4.762 -0.1 0.0 0.2
H 10.082 2.319 -1.322 -0.1 -0.2 0.0
H -6.780 3.986 2.002 0.0 -0.2 0.0
H 9.736 1.126 -0.027 0.0 0.0 -0.2
H -5.122 -1.493 5.475 -0.3 0.1 0.0
H 5.437 0.212 -2.028 0.3 0.2 0.1
```
Forces are in eV/Å.

Results
highest occupied orbital energy = -4.71 eV
total charge = -1
spin multiplicity = 1
frontier orbital gap = 6.29 eV